(1)
{
  "formula": "C30H23BBrF4N3O3Rh",
  "method": "wB97M-V/def2-TZVPD",
  "species": ["Rh", "Br", "F", "F", "F", "F", "O", "O", "O", "N", "N", "N", "C", "C", "C", "C", "C", "C", "C", "C", "C", "C", "C", "C", "C", "C", "C", "C", "C", "C", "C", "C", "C", "C", "C", "C", "C", "C", "C", "C", "C", "C", "B", "H", "H", "H", "H", "H", "H", "H", "H", "H", "H", "H", "H", "H", "H", "H", "H", "H", "H", "H", "H", "H", "H", "H"],
  "coordinates": [[-0.907, 0.231, -0.012], [-2.988, 0.149, 6.966], [0.414, 0.759, 3.677], [0.252, -0.522, 1.785], [1.942, 1.024, 1.968], [1.986, -0.896, 3.251], [-1.649, 1.692, 1.446], [0.735, 1.142, -0.969], [3.953, 0.364, -0.497], [2.664, 0.246, -2.878], [-1.660, -0.716, -1.863], [-2.603, -0.879, 0.654], [1.455, 2.224, -0.903], [-1.935, 2.310, 3.664], [-2.616, -2.259, -3.959], [2.909, 4.679, -0.967], [1.911, 4.419, 0.010], [-3.202, -1.728, -0.324], [3.053, -0.631, -0.622], [2.492, 2.447, -1.831], [1.212, 3.247, 0.039], [-2.503, -0.008, 2.895], [-4.273, -3.283, -2.398], [-4.264, -2.543, -0.101], [1.463, -1.710, -2.081], [-2.784, -0.321, 4.203], [2.356, -0.687, -1.824], [1.230, -2.696, -1.137], [-2.821, -1.018, 1.899], [2.884, 1.535, -2.800], [3.175, 3.711, -1.870], [-2.008, 1.341, 2.583], [-1.151, -0.608, -3.056], [-1.598, -1.382, -4.150], [4.748, 0.421, 0.697], [-2.230, 1.962, 4.932], [-3.197, -2.400, -2.675], [2.840, -1.634, 0.317], [1.926, -2.649, 0.063], [-2.673, -1.616, -1.642], [-2.633, 0.628, 5.212], [-4.797, -3.337, -1.147], [1.215, 0.108, 2.713], [-2.148, 2.676, 5.740], [-4.674, -3.902, -3.192], [1.765, -3.413, 0.813], [3.379, -1.621, 1.253], [-4.732, -2.576, 0.875], [3.938, 3.867, -2.625], [-0.363, 0.132, -3.157], [0.951, -1.735, -3.036], [3.438, 5.621, -0.987], [-2.997, -2.852, -4.783], [3.441, 1.931, -3.648], [5.317, 1.341, 0.626], [-3.299, -1.928, 2.269], [-5.635, -3.989, -0.939], [0.516, -3.486, -1.334], [-1.588, 3.303, 3.412], [0.456, 3.068, 0.787], [2.937, -0.184, -3.750], [-3.135, -1.315, 4.453], [4.119, 0.451, 1.579], [-1.138, -1.257, -5.120], [5.432, -0.428, 0.741], [1.693, 5.177, 0.754]],
  "forces_ev_per_angstrom": [[1.36, 0.73, -0.37], [-0.03, -0.04, 0.12], [0.36, -0.24, -0.25], [-0.24, -0.28, -0.10], [0.00, -0.02, 0.05], [-0.05, 0.16, -0.05], [-0.13, 0.20, -0.23], [0.21, 0.71, -0.14], [-0.01, 0.02, 0.23], [-0.15, -0.75, 0.23], [-0.73, -0.50, 0.44], [-0.72, -0.34, -0.76], [-0.71, -0.63, 0.40], [-0.04, -0.11, -0.33], [-0.20, -0.22, -0.05], [-0.23, 0.09, 0.34], [0.10, 0.12, 0.00], [0.74, 0.44, 0.19], [0.50, -0.13, 0.21], [0.62, 0.76, -0.37], [-0.10, 0.11, 0.17], [0.08, 0.00, 0.03], [0.19, 0.05, -0.29], [-0.56, -0.45, 0.00], [0.12, -0.12, -0.16], [0.00, -0.03, -0.01], [-0.01, 0.06, -0.71], [-0.09, 0.08, 0.08], [-0.01, -0.04, 0.53], [0.08, 0.15, -0.41], [-0.04, -0.39, -0.20], [-0.07, -0.12, 0.28], [-0.03, 0.29, -0.41], [0.23, 0.28, -0.01], [-0.04, -0.10, -0.19], [-0.13, -0.30, 0.30], [-0.12, -0.14, -0.09], [-0.09, -0.11, 0.00], [0.09, 0.08, 0.12], [0.30, 0.28, 0.12], [0.09, 0.35, 0.09], [-0.09, 0.06, 0.44], [-0.31, 0.18, 0.35], [0.00, -0.07, 0.00], [0.03, 0.07, 0.02], [0.02, 0.06, -0.01], [-0.07, 0.01, 0.02], [0.00, -0.06, -0.06], [-0.06, -0.07, 0.01], [-0.05, -0.04, -0.08], [0.19, -0.09, 0.05], [-0.04, -0.01, 0.05], [0.01, 0.01, 0.06], [-0.05, -0.04, 0.08], [0.02, 0.05, -0.05], [-0.09, 0.15, 0.09], [0.03, 0.03, 0.03], [0.07, -0.02, -0.03], [-0.01, -0.05, -0.05], [-0.08, 0.01, 0.08], [0.08, -0.09, 0.07], [0.00, 0.04, 0.04], [-0.11, 0.02, 0.10], [-0.01, 0.03, 0.04], [-0.01, -0.04, -0.02], [0.00, -0.03, -0.04]],
  "e_homo_ha": [-0.39073, -0.38938],
  "s2": 6.05,
  "gap_ev": [7.05, 5.18],
  "total_energy_ev": -126691.7269,
  "spin_multiplicity": 5,
  "total_charge": 1
}

(2)
{
  "formula": "C30H23CeN2P",
  "method": "wB97M-V/def2-TZVPD",
  "species": ["Ce", "P", "N", "N", "C", "C", "C", "C", "C", "C", "C", "C", "C", "C", "C", "C", "C", "C", "C", "C", "C", "C", "C", "C", "C", "C", "C", "C", "C", "C", "C", "C", "C", "C", "H", "H", "H", "H", "H", "H", "H", "H", "H", "H", "H", "H", "H", "H", "H", "H", "H", "H", "H", "H", "H", "H", "H"],
  "coordinates": [[-19.453, -4.955, 4.752], [-16.208, -3.078, 6.070], [-20.059, -5.094, 6.951], [-20.302, -6.375, 6.465], [-21.591, -6.428, 5.896], [-13.263, -1.324, 3.867], [-19.549, -0.259, 4.382], [-19.650, -4.935, 8.238], [-21.967, -5.380, 4.977], [-17.450, -0.625, 5.493], [-14.703, -2.287, 5.623], [-17.521, -2.011, 5.348], [-16.449, -5.789, 5.873], [-23.601, -7.666, 5.416], [-13.603, -2.505, 6.420], [-20.129, -3.534, 10.177], [-19.247, -4.279, 10.899], [-16.737, -4.495, 3.876], [-14.561, -1.573, 4.377], [-18.678, -2.538, 4.771], [-18.650, -5.642, 9.020], [-16.298, -4.592, 5.179], [-18.410, -5.231, 10.323], [-18.377, 0.241, 4.979], [-19.702, -1.624, 4.336], [-20.280, -3.833, 8.839], [-23.189, -5.472, 4.423], [-12.178, -1.742, 4.623], [-22.328, -7.676, 5.968], [-24.090, -6.596, 4.688], [-17.571, -6.816, 3.974], [-17.084, -6.872, 5.255], [-17.376, -5.585, 3.248], [-12.340, -2.241, 5.921], [-20.936, -3.155, 8.260], [-11.162, -1.653, 4.235], [-16.650, -3.585, 3.237], [-20.226, 0.372, 3.784], [-13.726, -2.823, 7.494], [-17.618, -5.417, 2.195], [-21.832, -8.626, 6.240], [-25.020, -6.689, 4.171], [-18.134, -6.477, 8.569], [-20.764, -2.773, 10.647], [-16.156, -5.766, 6.905], [-23.560, -4.754, 3.699], [-13.117, -0.749, 2.974], [-17.555, -5.687, 10.866], [-17.319, -7.719, 5.914], [-11.426, -2.359, 6.528], [-16.526, -0.274, 5.968], [-20.622, -1.976, 3.971], [-18.228, 1.297, 4.866], [-15.422, -1.158, 3.830], [-24.284, -8.561, 5.501], [-17.799, -7.683, 3.379], [-19.070, -4.141, 11.961]],
  "forces_ev_per_angstrom": [[-1.13, 2.56, -1.14], [-0.70, 1.96, 3.02], [-1.67, -3.59, -1.02], [-0.25, 1.43, 4.49], [-0.39, -0.90, -2.93], [-1.37, -0.29, 1.27], [0.78, 0.24, -0.51], [2.23, 0.49, 2.29], [1.72, -0.29, 1.26], [1.84, -0.08, 0.75], [0.18, 1.30, -2.50], [-0.95, -0.22, -0.56], [-0.57, 0.58, -0.76], [-1.34, -1.25, 0.19], [0.57, -0.21, 1.47], [-0.84, 0.00, 0.10], [1.46, -0.24, 1.55], [-0.71, -0.59, -2.66], [1.11, -0.28, 0.32], [-1.28, -0.57, -0.17], [-1.27, 0.60, -0.84], [-0.83, -0.23, -0.66], [0.36, -1.02, -0.96], [-1.26, -0.02, -1.05], [1.70, -0.74, 0.91], [-0.53, 1.03, -0.90], [-3.07, -1.50, -0.48], [0.51, -0.21, 0.45], [1.57, 0.93, -0.60], [2.45, 1.48, -0.04], [1.51, 1.49, -2.39], [-0.27, -0.84, 1.95], [1.46, -0.46, 0.27], [1.03, 0.33, -0.32], [0.40, -0.82, 0.07], [-0.27, 0.22, 0.09], [0.16, -0.62, 1.03], [0.23, -0.13, 0.83], [0.06, 0.03, -1.37], [-0.22, -0.60, 0.26], [-0.46, 0.81, 0.56], [-0.53, 0.17, -0.07], [0.18, 0.04, -0.01], [0.46, -0.27, -0.25], [-0.03, -0.39, 0.39], [0.17, 0.08, -0.05], [-0.03, -0.03, -0.41], [-0.99, 0.33, -0.21], [0.38, 0.03, -0.63], [-0.71, -0.16, -0.28], [-0.44, 0.40, -0.19], [-1.13, -0.74, -0.69], [0.39, 0.39, 0.56], [0.31, -0.61, 0.34], [1.11, 0.91, -0.02], [-0.79, -0.33, 0.34], [-0.31, 0.43, -0.08]],
  "e_homo_ha": [-0.38675, -0.38695],
  "s2": 0.76,
  "gap_ev": [5.09, 4.96],
  "total_energy_ev": -56667.9371,
  "spin_multiplicity": 2,
  "total_charge": 1
}

(3)
{
  "formula": "C30H23F3N2O3STl",
  "method": "wB97M-V/def2-TZVPD",
  "species": ["Tl", "S", "F", "F", "F", "O", "O", "O", "N", "N", "C", "C", "C", "C", "C", "C", "C", "C", "C", "C", "C", "C", "C", "C", "C", "C", "C", "C", "C", "C", "C", "C", "C", "C", "C", "C", "C", "C", "C", "C", "H", "H", "H", "H", "H", "H", "H", "H", "H", "H", "H", "H", "H", "H", "H", "H", "H", "H", "H", "H", "H", "H", "H"],
  "coordinates": [[-1.229, -0.259, -0.637], [-1.417, 2.371, 1.800], [-3.367, -1.484, 3.551], [-3.681, -1.244, 1.403], [-1.747, -0.747, 2.287], [0.200, -2.855, -0.299], [0.816, 1.212, -0.019], [-2.109, 1.970, 0.516], [2.379, -0.039, -1.940], [1.673, -0.940, -1.510], [3.909, 4.249, -3.462], [2.634, -4.969, -2.074], [-4.023, 2.399, 2.682], [-2.321, 2.146, 4.385], [-2.691, 2.331, 3.062], [2.019, -2.297, -1.690], [-1.222, 4.147, 1.688], [-3.310, 2.046, 5.353], [3.095, -2.663, -2.496], [-1.562, 6.190, 0.503], [-0.457, 4.798, 2.646], [-3.072, -0.784, 2.483], [-0.254, 6.163, 2.527], [2.253, 4.054, -1.629], [-4.647, 2.122, 4.989], [3.403, -3.994, -2.693], [4.158, 1.482, -3.548], [-5.004, 2.300, 3.658], [3.250, 2.063, -2.655], [4.776, 3.665, -4.358], [1.566, -4.616, -1.263], [1.519, 1.885, -0.790], [4.911, 2.276, -4.387], [-1.774, 4.822, 0.613], [3.145, 3.461, -2.594], [-0.470, -3.846, 0.479], [1.497, 3.332, -0.781], [2.400, 1.269, -1.785], [-0.801, 6.856, 1.453], [1.242, -3.280, -1.067], [-4.275, 2.524, 1.637], [0.241, -4.411, 1.083], [-5.415, 2.029, 5.745], [5.361, 4.279, -5.029], [4.275, 0.407, -3.563], [3.675, -1.880, -2.965], [0.842, 3.806, -0.062], [-1.040, -4.525, -0.157], [0.338, 6.686, 3.266], [-6.047, 2.358, 3.378], [3.808, 5.326, -3.420], [2.205, 5.136, -1.583], [-1.144, -3.310, 1.140], [-1.990, 6.734, -0.328], [2.860, -6.015, -2.225], [5.618, 1.819, -5.066], [-3.037, 1.896, 6.389], [-0.028, 4.248, 3.476], [4.234, -4.267, -3.328], [-0.629, 7.919, 1.357], [0.987, -5.394, -0.788], [-1.274, 2.073, 4.658], [-2.356, 4.277, -0.118]],
  "forces_ev_per_angstrom": [[0.10, 0.16, -0.14], [-0.19, 0.20, 0.11], [0.05, 0.04, -0.19], [0.11, -0.02, 0.15], [-0.22, -0.12, 0.07], [0.14, -0.09, 0.08], [-0.01, -0.09, -0.16], [0.11, -0.25, 0.08], [1.56, -0.16, -0.85], [-1.90, -0.22, 0.24], [-0.11, 0.04, 0.13], [0.02, 0.08, 0.00], [0.00, 0.09, 0.00], [0.06, 0.01, -0.02], [-0.02, -0.11, -0.10], [0.69, 0.46, 0.01], [0.09, -0.02, -0.05], [-0.02, 0.02, 0.01], [0.09, -0.08, 0.11], [0.02, 0.00, 0.01], [-0.01, -0.01, 0.01], [0.01, 0.05, 0.10], [0.00, 0.01, -0.01], [-0.12, 0.05, 0.12], [0.02, -0.03, 0.00], [0.04, 0.04, -0.07], [-0.05, -0.04, 0.03], [0.01, 0.00, -0.02], [-0.14, -0.07, -0.14], [0.07, -0.12, -0.04], [-0.08, -0.06, 0.04], [0.29, 0.20, 0.28], [0.02, 0.08, -0.03], [-0.06, 0.00, 0.01], [0.08, -0.04, -0.11], [-0.01, 0.00, -0.02], [-0.11, 0.15, 0.03], [-0.32, -0.21, 0.37], [0.01, 0.00, 0.00], [-0.16, 0.07, 0.01], [-0.01, -0.02, 0.00], [0.01, 0.01, 0.01], [-0.01, 0.02, 0.00], [0.01, 0.01, 0.01], [-0.01, 0.02, -0.01], [-0.02, -0.03, -0.02], [0.03, 0.01, -0.01], [0.00, 0.01, 0.01], [0.00, 0.00, 0.00], [0.00, -0.01, 0.00], [0.01, 0.00, 0.01], [0.02, 0.00, -0.03], [-0.05, 0.04, -0.01], [0.00, 0.00, -0.01], [0.00, -0.01, 0.02], [-0.02, -0.01, -0.02], [0.00, 0.01, 0.00], [0.03, 0.00, -0.01], [-0.01, -0.03, 0.00], [-0.02, 0.01, 0.01], [-0.02, 0.00, -0.02], [0.00, -0.03, 0.00], [0.02, 0.00, -0.02]],
  "e_homo_ha": [-0.38330, -0.39300],
  "gap_ev": [6.98, 6.03],
  "total_energy_ev": -64277.7681,
  "spin_multiplicity": 1,
  "total_charge": 1
}

(4)
{
  "formula": "C30H23F9IN5O2PtS4",
  "method": "wB97M-V/def2-TZVPD",
  "species": ["Pt", "I", "S", "S", "S", "S", "F", "F", "F", "F", "F", "F", "F", "F", "F", "O", "O", "N", "N", "N", "N", "N", "C", "C", "C", "C", "C", "C", "C", "C", "C", "C", "C", "C", "C", "C", "C", "C", "C", "C", "C", "C", "C", "C", "C", "C", "C", "C", "C", "C", "C", "C", "H", "H", "H", "H", "H", "H", "H", "H", "H", "H", "H", "H", "H", "H", "H", "H", "H", "H", "H", "H", "H", "H", "H"],
  "coordinates": [[0.580, -0.706, 0.197], [5.533, -4.566, 0.264], [-3.320, 3.882, -0.003], [-2.249, 0.949, -1.994], [2.636, 0.376, 0.807], [1.774, 3.430, -1.068], [2.589, 0.907, -2.534], [2.201, -2.958, -4.210], [1.304, -0.779, -5.307], [2.340, -3.136, -2.072], [0.525, 0.778, -4.051], [3.560, -0.534, -3.804], [-0.548, -1.062, -4.251], [0.430, -3.268, -3.021], [3.423, -0.870, -1.684], [-0.057, 1.591, 0.343], [0.568, -0.840, -1.863], [3.086, 1.181, 3.278], [0.180, -0.545, 2.107], [-1.276, -1.525, 0.181], [1.640, -2.855, 0.898], [1.052, 0.100, 2.926], [2.778, -5.332, 1.381], [2.915, -3.064, 0.615], [1.607, 5.415, 0.554], [-1.201, 3.195, -2.728], [-3.172, -1.963, 1.583], [1.393, -1.100, -2.897], [2.459, 4.801, -0.342], [-4.169, 3.624, 1.452], [0.914, -3.836, 1.421], [0.283, 3.679, -0.182], [-1.586, -0.847, 3.876], [0.681, -0.546, -4.166], [0.383, 4.745, 0.677], [-0.753, 2.587, -0.255], [-1.286, 2.364, -1.641], [-1.993, 2.902, 0.567], [2.220, 0.565, 2.462], [-3.835, -2.481, 0.502], [2.767, -0.397, -2.756], [-2.251, 2.394, 1.809], [-3.483, 2.822, 2.325], [1.604, -2.636, -3.076], [-1.854, 2.674, -3.853], [1.451, -5.083, 1.697], [-1.068, -0.927, 2.474], [-1.924, -2.030, -0.858], [3.521, -4.301, 0.821], [-3.204, -2.531, -0.751], [-1.849, -1.471, 1.433], [-2.474, 1.471, -3.592], [-2.535, -0.315, 3.891], [-1.541, 1.778, 2.324], [-0.917, -0.341, 4.565], [0.839, -5.850, 2.145], [-1.396, -2.030, -1.804], [1.853, 6.319, 1.081], [-0.402, 5.055, 1.341], [-4.842, -2.852, 0.605], [0.788, 0.237, 3.900], [-0.123, -3.621, 1.633], [-0.672, 4.130, -2.723], [-3.048, 0.872, -4.274], [-3.652, -1.922, 2.548], [-5.125, 4.085, 1.609], [3.479, -2.241, 0.202], [3.218, -6.301, 1.561], [-1.850, 3.145, -4.819], [-3.842, 2.571, 3.307], [-1.758, -1.849, 4.270], [-3.691, -2.954, -1.615], [3.975, 1.461, 2.894], [3.452, 5.113, -0.605], [2.946, 1.263, 4.273]],
  "forces_ev_per_angstrom": [[1.18, 1.23, -0.64], [-0.54, 0.09, 0.16], [0.70, -0.50, 0.38], [0.50, 0.90, 0.25], [-0.52, -0.33, -0.02], [-0.40, 0.40, 0.25], [0.01, 0.05, 0.07], [0.09, 0.00, -0.14], [0.28, -0.19, -0.06], [0.10, -0.05, 0.18], [0.17, -0.01, 0.07], [-0.04, -0.17, -0.13], [-0.19, -0.40, 0.01], [-0.36, -0.04, -0.03], [0.22, -0.15, 0.35], [2.58, -2.60, 0.94], [-0.70, 0.21, 1.53], [-0.89, -0.57, -0.36], [-3.29, -0.65, 0.63], [-0.49, 0.06, 0.92], [-0.59, 1.05, -0.57], [-0.29, 0.05, 1.34], [0.05, 0.24, -0.11], [0.67, -0.25, -0.11], [0.32, -0.12, -0.25], [0.29, -0.53, 0.89], [1.70, 0.84, 0.69], [0.84, -0.42, -0.40], [-0.30, 0.04, 0.23], [0.25, -0.24, 0.38], [-0.17, -0.39, 0.22], [0.58, -0.86, -0.07], [0.15, 0.11, -0.18], [-0.58, 0.79, -0.07], [0.03, 0.02, -0.05], [-2.65, 1.28, -1.12], [0.40, -0.56, -0.78], [-0.33, 0.22, 0.22], [0.98, 0.23, -0.90], [0.02, -0.33, -1.56], [0.02, 0.38, -0.16], [0.25, 0.42, -0.54], [-0.73, 0.35, -0.06], [0.10, -0.05, 0.04], [-0.89, -1.10, -0.22], [-0.10, 0.22, -0.04], [3.72, 1.49, 1.22], [0.47, 0.01, -0.41], [0.41, 0.06, -0.07], [-0.66, -0.06, 1.24], [-2.10, -1.40, -2.53], [0.22, 0.90, -0.63], [-0.07, 0.06, -0.04], [0.22, -0.16, 0.19], [0.00, 0.03, 0.00], [-0.09, -0.05, 0.01], [0.14, 0.10, 0.09], [0.07, 0.12, 0.09], [-0.27, 0.00, 0.13], [-0.11, -0.04, 0.07], [0.02, -0.07, -0.35], [-0.11, -0.02, -0.01], [0.14, 0.19, 0.06], [-0.04, -0.09, -0.14], [-0.04, 0.01, 0.12], [-0.19, 0.11, 0.02], [-0.03, -0.02, -0.04], [0.03, -0.05, 0.01], [-0.13, 0.06, -0.15], [-0.18, -0.03, 0.16], [0.00, -0.08, -0.05], [-0.06, 0.01, -0.07], [0.02, 0.09, 0.04], [0.16, 0.11, -0.10], [0.02, 0.04, 0.00]],
  "e_homo_ha": [-0.46676, -0.46675],
  "gap_ev": [4.14, 4.14],
  "total_energy_ev": -122157.6400,
  "spin_multiplicity": 1,
  "total_charge": 2
}